No. 1
A single C26H28N2O4S molecule. Source: the Open Molecules 2025 dataset; level of theory: wB97M-V/def2-TZVPD.

Computed properties:
ΔE to the lowest compared entry with this formula, charge and spin ... 0.000 eV
SMILES ... CCOc1ccc(CNC(=O)c2ccc(Sc3ccc(C)cc3)c(NC(C)=O)c2)cc1OC
HOMO ... -7.9 eV
Charge ... 0
Calculated total energy ... -1816.26260 hartree
Spin multiplicity ... 1

Geometry as XYZ:
```
61
Properties=species:S:1:pos:R:3:nbo_charge:R:1
C -5.068 -3.800 -0.200 -0.638
C -6.212 -2.794 -0.303 -0.060
O -5.811 -1.567 -0.872 -0.483
C -5.087 -0.682 -0.133 0.269
C -4.792 -0.796 1.214 -0.296
C -4.055 0.185 1.866 -0.217
C -3.614 1.298 1.182 -0.054
C -2.767 2.358 1.838 -0.245
N -1.396 2.286 1.369 -0.597
C -0.932 3.080 0.378 0.657
O -1.588 3.976 -0.121 -0.632
C 0.462 2.774 -0.067 -0.116
C 0.817 3.102 -1.372 -0.176
C 2.081 2.802 -1.844 -0.208
C 3.000 2.178 -1.017 -0.220
S 4.611 1.766 -1.659 0.273
C 4.687 0.026 -1.267 -0.176
C 3.544 -0.760 -1.221 -0.245
C 3.649 -2.095 -0.885 -0.140
C 4.883 -2.674 -0.610 -0.040
C 4.969 -4.123 -0.240 -0.628
C 6.020 -1.880 -0.690 -0.201
C 5.928 -0.538 -1.011 -0.239
C 2.676 1.898 0.318 0.227
N 3.635 1.321 1.152 -0.644
C 3.405 0.439 2.170 0.695
C 4.688 -0.127 2.735 -0.717
O 2.303 0.141 2.567 -0.609
C 1.401 2.197 0.779 -0.230
C -3.908 1.426 -0.175 -0.261
C -4.633 0.457 -0.840 0.267
O -4.961 0.498 -2.161 -0.481
C -4.552 1.617 -2.909 -0.251
H -4.637 -3.964 -1.185 0.216
H -4.286 -3.433 0.459 0.212
H -5.443 -4.745 0.185 0.213
H -6.975 -3.172 -0.989 0.193
H -6.681 -2.636 0.677 0.167
H -5.130 -1.649 1.781 0.216
H -3.836 0.069 2.917 0.208
H -2.773 2.241 2.925 0.204
H -3.131 3.354 1.574 0.239
H -0.867 1.471 1.636 0.404
H 0.088 3.581 -2.006 0.237
H 2.360 3.033 -2.860 0.228
H 2.577 -0.330 -1.438 0.229
H 2.755 -2.699 -0.838 0.207
H 4.350 -4.328 0.633 0.222
H 4.603 -4.743 -1.058 0.223
H 5.993 -4.410 -0.018 0.215
H 6.991 -2.311 -0.490 0.213
H 6.815 0.077 -1.063 0.222
H 4.589 1.418 0.825 0.412
H 5.354 0.676 3.044 0.228
H 5.188 -0.725 1.974 0.238
H 4.458 -0.757 3.589 0.241
H 1.173 1.990 1.811 0.244
H -3.552 2.303 -0.691 0.231
H -3.461 1.710 -2.933 0.176
H -4.922 1.445 -3.919 0.199
H -4.983 2.544 -2.517 0.178
```

No. 2
A molecular structure, C26H28N2O6PtSi2 at a distorted geometry. Source: the Open Molecules 2025 dataset; level of theory: wB97M-V/def2-TZVPD.

Computed properties:
ΔE to the lowest compared entry with this formula, charge and spin ... 1.432 eV
HOMO (spin up / spin down) ... -0.8 / -0.8 eV
Charge ... -2
Calculated total energy ... -2266.92151 hartree
Spin multiplicity ... 1

Geometry as XYZ:
```
65
Properties=species:S:1:pos:R:3:nbo_charge:R:1
Pt 1.466 -0.940 0.790 0.204
O 7.414 -2.483 -0.343 -0.609
C 6.236 -2.088 -0.304 0.340
C 5.071 -2.742 -0.931 0.337
O 5.100 -3.635 -1.789 -0.623
C 3.875 -2.052 -0.388 0.269
C 4.294 -0.871 0.305 0.253
O 3.477 0.000 0.757 -0.726
C 5.753 -0.890 0.454 0.344
O 6.449 -0.104 1.100 -0.629
O 2.678 -2.453 -0.395 -0.710
C -0.744 -3.850 0.930 -1.112
Si -0.072 -2.306 1.883 1.224
C 0.466 -3.057 3.609 -1.097
C -1.564 -1.158 2.355 -0.419
C -2.822 -1.641 2.684 -0.225
C -3.873 -0.786 2.977 -0.248
C -3.671 0.581 2.944 -0.270
C -2.416 1.073 2.621 -0.170
C -1.355 0.227 2.335 -0.446
Si 0.423 0.823 1.863 1.250
C 1.173 1.527 3.513 -1.102
C 0.251 2.424 0.775 -1.116
H -1.419 -4.459 1.528 0.193
H 0.090 -4.472 0.621 0.234
H -1.260 -3.527 0.035 0.232
H -0.394 -3.455 4.144 0.199
H 0.929 -2.307 4.241 0.222
H 1.180 -3.865 3.477 0.217
H -2.989 -2.710 2.705 0.191
H -4.849 -1.188 3.229 0.185
H -4.491 1.256 3.166 0.184
H -2.265 2.144 2.594 0.180
H 0.549 2.311 3.936 0.197
H 2.154 1.946 3.317 0.229
H 1.294 0.745 4.255 0.222
H 0.032 3.304 1.373 0.204
H -0.528 2.305 0.031 0.204
H 1.185 2.601 0.252 0.237
C -2.149 2.977 -2.334 -0.425
N -2.249 1.533 -2.494 -0.249
N -1.089 0.831 -2.106 -0.298
C -1.427 -0.254 -1.266 0.599
O -0.621 -1.105 -0.870 -0.590
C -2.833 -0.169 -1.100 -0.346
C -3.313 0.900 -1.810 0.226
C -4.711 1.381 -1.981 -0.655
C 0.102 1.027 -2.777 0.217
C 1.322 0.664 -2.187 -0.224
C 2.504 0.877 -2.858 -0.174
C 2.515 1.476 -4.116 -0.240
C 1.311 1.830 -4.708 -0.226
C 0.116 1.601 -4.059 -0.285
H -1.212 3.316 -2.773 0.231
H -2.174 3.287 -1.282 0.197
H -2.982 3.436 -2.868 0.194
H -3.397 -0.864 -0.510 0.242
H -5.395 0.642 -1.568 0.232
H -4.947 1.528 -3.038 0.217
H -4.884 2.328 -1.460 0.221
H 1.325 0.194 -1.204 0.255
H 3.439 0.587 -2.399 0.235
H 3.447 1.642 -4.638 0.203
H 1.299 2.278 -5.697 0.194
H -0.821 1.830 -4.548 0.205
```

No. 3
A single C26H28N4O3 molecule. Source: the Open Molecules 2025 dataset; level of theory: wB97M-V/def2-TZVPD.

Computed properties:
ΔE to the lowest compared entry with this formula, charge and spin ... 1.964 eV
SMILES ... COc1ccc([C@@H](C(=O)NC2CCCCC2)N(C(=O)c2ccccn2)c2cccnc2)cc1
HOMO ... -8.3 eV
Charge ... 0
Calculated total energy ... -1452.34636 hartree
Spin multiplicity ... 1

Geometry as XYZ:
```
61
Properties=species:S:1:pos:R:3:nbo_charge:R:1
C -7.106 -0.429 -0.357 -0.251
O -6.031 -0.866 -1.151 -0.493
C -4.780 -0.862 -0.612 0.316
C -4.468 -0.436 0.673 -0.318
C -3.155 -0.478 1.111 -0.172
C -2.138 -0.939 0.290 -0.095
C -0.714 -0.919 0.787 -0.137
C 0.086 -2.192 0.438 0.710
O -0.438 -3.227 0.104 -0.607
N 1.405 -2.054 0.691 -0.637
C 2.382 -3.032 0.255 -0.056
C 3.391 -3.316 1.371 -0.400
C 4.314 -2.125 1.621 -0.400
C 5.032 -1.725 0.336 -0.398
C 4.021 -1.379 -0.753 -0.405
C 3.090 -2.560 -1.021 -0.415
N -0.019 0.280 0.304 -0.462
C 0.532 0.288 -0.941 0.667
O 0.455 -0.646 -1.716 -0.599
C 1.369 1.489 -1.253 0.095
C 1.454 1.956 -2.559 -0.208
C 2.283 3.035 -2.816 -0.165
C 3.004 3.587 -1.769 -0.244
C 2.869 3.025 -0.507 0.054
N 2.073 2.005 -0.249 -0.427
C -0.202 1.467 1.038 0.142
C 0.167 1.560 2.376 -0.179
C -0.055 2.751 3.045 -0.247
C -0.641 3.801 2.354 0.024
N -1.006 3.715 1.086 -0.403
C -0.800 2.582 0.449 0.023
C -2.452 -1.360 -0.998 -0.102
C -3.756 -1.324 -1.441 -0.275
H -6.990 0.620 -0.063 0.175
H -7.993 -0.530 -0.981 0.200
H -7.223 -1.047 0.539 0.176
H -5.231 -0.072 1.343 0.218
H -2.929 -0.142 2.114 0.206
H -0.728 -0.857 1.883 0.231
H 1.765 -1.130 0.876 0.395
H 1.807 -3.938 0.037 0.238
H 3.992 -4.179 1.078 0.203
H 2.854 -3.574 2.285 0.213
H 3.738 -1.276 1.996 0.185
H 5.046 -2.389 2.389 0.211
H 5.684 -0.869 0.524 0.205
H 5.656 -2.555 -0.002 0.194
H 4.543 -1.116 -1.676 0.212
H 3.442 -0.503 -0.451 0.190
H 3.669 -3.392 -1.425 0.201
H 2.334 -2.279 -1.755 0.237
H 0.879 1.475 -3.334 0.239
H 2.368 3.435 -3.816 0.223
H 3.662 4.427 -1.926 0.224
H 3.424 3.405 0.341 0.196
H 0.632 0.724 2.879 0.219
H 0.225 2.862 4.081 0.222
H -0.834 4.751 2.832 0.194
H -1.124 2.546 -0.584 0.199
H -1.670 -1.720 -1.647 0.237
H -4.014 -1.653 -2.435 0.223
```